# C5H5O4

C5H5O4 as an isolated structure (the ωB97M-V functional and the def2-TZVPD basis, the Open Molecules 2025 dataset).

Lowest unoccupied orbital energy   0.1516 Ha
HOMO   -0.1288 hartree

ORCA input file:
```
! wB97M-V def2-TZVPD RIJCOSX def2/J DEFGRID3
* xyz -1 1
C 0.142 1.390 -1.053
C 0.013 2.173 0.060
C 1.621 -0.507 -0.032
C -0.107 0.241 -0.207
C -1.233 -1.558 0.468
O 1.636 -1.583 -0.559
O 2.333 0.246 0.552
O -0.367 1.086 0.906
O -1.131 -0.681 -0.662
H 0.308 1.494 -2.098
H 0.314 3.003 0.498
H -1.226 -0.974 1.351
H -0.214 -2.140 0.529
H -2.090 -2.190 0.247
*
```

# C5H5O4

An isolated ion of composition C5H5O4 and charge +1 (the ωB97M-V functional and the def2-TZVPD basis, the Open Molecules 2025 dataset).

Lowest unoccupied orbital energy   -0.2188 Ha
HOMO   -0.5820 hartree

ORCA input file:
```
! wB97M-V def2-TZVPD RIJCOSX def2/J DEFGRID3
* xyz 1 1
C 2.135 -1.072 -0.033
C 0.813 -1.338 -0.053
C 2.666 0.178 0.045
C -1.490 -0.687 0.137
C -1.739 1.717 0.025
O -1.788 -1.778 0.410
O 3.159 1.173 0.195
O -0.065 -0.345 -0.008
O -2.201 0.373 0.010
H 2.820 -1.837 -0.238
H 0.499 -2.479 -0.282
H -2.343 2.048 -0.812
H -0.689 1.716 -0.304
H -1.776 2.332 0.908
*
```

# C5H5O6Rb

C5H5O6Rb as an isolated structure (the ωB97M-V functional and the def2-TZVPD basis, the Open Molecules 2025 dataset).

<S²>   0.75
Lowest unoccupied orbital energy (alpha / beta)   -0.1541 / -0.2129 Ha
HOMO (alpha / beta)   -0.4818 / -0.4818 hartree

ORCA input file:
```
! wB97M-V def2-TZVPD RIJCOSX def2/J DEFGRID3
* xyz 1 2
C -1.143 6.080 2.012
C -0.278 4.929 1.498
O 0.046 4.030 2.241
O -1.074 7.160 1.493
H -1.723 5.868 2.933
H 0.183 5.077 0.502
C -0.116 -2.846 -0.572
C 0.589 -2.703 -1.969
O 0.648 -4.042 -2.418
C 0.123 -4.896 -1.538
O -0.348 -4.238 -0.466
O 0.161 -6.083 -1.636
O 0.592 -2.359 0.424
H 1.600 -2.297 -1.862
H -0.012 -2.098 -2.654
Rb 1.851 0.725 2.589
H -1.098 -2.306 -0.576
*
```

# C5H5OS2

An isolated ion of composition C5H5OS2 and charge -1 (the ωB97M-V functional and the def2-TZVPD basis, the Open Molecules 2025 dataset).

Lowest unoccupied orbital energy   0.1266 Ha
HOMO   -0.0996 hartree

ORCA input file:
```
! wB97M-V def2-TZVPD RIJCOSX def2/J DEFGRID3
* xyz -1 1
C -0.914 1.578 -0.410
C -2.049 -0.640 0.200
C 0.088 0.720 -0.299
C -0.860 -1.177 -0.047
C 2.078 -0.108 0.268
O 1.391 1.059 -0.275
S 0.088 -2.483 -0.302
S -2.501 0.995 -0.108
H -0.953 2.635 -0.659
H -2.974 -1.234 0.228
H 3.106 0.159 0.394
H 1.905 -1.126 -0.172
H 1.594 -0.379 1.183
*
```

# C5H5OS2

An isolated ion of composition C5H5OS2 and charge -1 (the ωB97M-V functional and the def2-TZVPD basis, the Open Molecules 2025 dataset).

Lowest unoccupied orbital energy   0.1143 Ha
HOMO   -0.0922 hartree
SMILES   CO/C=C/SC#C[S-]

ORCA input file:
```
! wB97M-V def2-TZVPD RIJCOSX def2/J DEFGRID3
* xyz -1 1
C -0.207 -0.750 -0.247
C -2.897 -0.669 -0.094
C 0.627 -0.883 0.731
C -3.109 0.555 0.029
C 2.187 0.692 -0.154
O 1.800 -0.332 0.823
S -3.859 2.034 0.071
S -1.611 -1.834 -0.235
H -0.055 -0.212 -1.090
H 0.411 -1.509 1.568
H 3.284 0.911 -0.067
H 1.500 1.547 -0.078
H 1.930 0.449 -1.256
*
```

# C5H5S2

An isolated ion of composition C5H5S2 and charge -1 (the ωB97M-V functional and the def2-TZVPD basis, the Open Molecules 2025 dataset).

Lowest unoccupied orbital energy   0.1304 Ha
HOMO   -0.0851 hartree
SMILES   Cc1ccsc1[S-]

ORCA input file:
```
! wB97M-V def2-TZVPD RIJCOSX def2/J DEFGRID3
* xyz -1 1
C 1.113 0.434 0.500
C 1.268 -0.337 1.696
C -0.048 0.202 -0.184
C -0.884 -0.838 0.500
C -0.614 0.660 -1.475
S -2.305 -1.556 -0.083
S -0.094 -1.362 1.943
H 1.945 1.049 0.118
H 1.747 -0.146 2.589
H -1.508 -0.098 -1.653
H -0.703 1.668 -1.534
H 0.084 0.325 -2.418
*
```

# C5H6

One molecule with the formula C5H6 (the ωB97M-V functional and the def2-TZVPD basis, the Open Molecules 2025 dataset).

Lowest unoccupied orbital energy   0.0423 Ha
HOMO   -0.3504 hartree
SMILES   C#CCC=C

ORCA input file:
```
! wB97M-V def2-TZVPD RIJCOSX def2/J DEFGRID3
* xyz 0 1
C -1.778 -1.052 0.101
C -0.876 0.024 0.006
C 0.496 -0.067 0.669
C 1.567 0.650 -0.162
C 2.140 1.256 -1.009
H -2.775 -0.880 -0.307
H -1.484 -2.026 0.558
H -1.048 0.968 -0.585
H 0.750 -1.203 0.635
H 0.371 0.294 1.757
H 2.635 2.037 -1.662
*
```

# C5H6

One molecule with the formula C5H6 (the ωB97M-V functional and the def2-TZVPD basis, the Open Molecules 2025 dataset).

Lowest unoccupied orbital energy   -0.0143 Ha
HOMO   -0.3164 hartree

ORCA input file:
```
! wB97M-V def2-TZVPD RIJCOSX def2/J DEFGRID3
* xyz 0 1
C 0.829 1.418 -0.249
C 0.018 -1.429 0.688
C -0.258 0.769 -0.637
C -0.841 -0.434 -0.067
C -0.774 -0.467 1.363
H 1.295 2.182 -0.898
H 1.501 1.181 0.602
H -0.422 -2.389 0.535
H 1.211 -1.460 0.738
H -0.916 1.246 -1.422
H -1.644 -0.619 -0.653
*
```

Energy above the lowest of the compared OMol25 structures with the same formula, charge and spin for every record listed, in sequence, given in kcal per mole: 80.6 0.0 0.0 53.7 43.3 0.0 55.7 116.5.